A molecular structure, BEuH3NO6S2 in a non-equilibrium geometry. Source: OMol25; level of theory: ωB97M-V with the def2-TZVPD basis set.

Atoms and positions in Å:
O1 1.87 -1.79 0.27
S1 2.07 -0.27 -0.08
O2 3.50 0.16 0.43
N1 0.90 0.72 0.77
S2 -0.44 1.19 -0.25
O3 -0.92 2.60 0.28
O4 -0.13 1.23 -1.77
B1 -1.86 -0.05 0.03
O5 -1.49 -1.34 0.71
O6 -3.25 0.19 -0.42
H1 2.10 -0.09 -1.47
H2 -1.03 -1.90 0.00
H3 -3.40 -0.51 -1.15
Eu1 2.10 -0.13 2.65

Properties
ΔE to the lowest compared entry with this formula, charge and spin: 68.31 kcal per mole
expectation value of S²: 15.759
total charge: +1
E_HOMO (alpha / beta): -13.961 / -13.971 eV
orbital gap (alpha / beta): 0.313 / 0.319 Eh
multiplicity: 8